{"formula": "C27H28CuN3O2S", "method": "ωB97M-V with the def2-TZVPD basis set", "symbols": ["Cu", "C", "C", "O", "N", "C", "C", "C", "C", "C", "C", "N", "H", "H", "H", "H", "H", "H", "H", "H", "H", "H", "C", "S", "O", "C", "C", "C", "C", "C", "C", "H", "H", "H", "H", "H", "H", "H", "H", "C", "C", "C", "C", "C", "C", "N", "C", "C", "C", "C", "C", "C", "H", "H", "H", "H", "H", "H", "H", "H", "H", "H"], "coordinates": [[0.258, 0.348, 1.386], [-1.624, -0.405, 5.326], [-0.981, -0.592, 3.971], [-0.524, 0.368, 3.356], [-0.944, -1.874, 3.535], [-0.498, -2.340, 2.219], [1.005, -2.343, 2.045], [1.713, -3.523, 1.882], [3.091, -3.471, 1.738], [3.722, -2.240, 1.775], [2.943, -1.106, 1.931], [1.614, -1.148, 2.050], [-1.680, 0.657, 5.541], [-1.032, -0.896, 6.101], [-2.629, -0.830, 5.334], [-1.295, -2.571, 4.166], [-0.943, -1.709, 1.444], [-0.884, -3.348, 2.089], [1.191, -4.471, 1.852], [3.662, -4.382, 1.604], [4.796, -2.153, 1.676], [3.391, -0.119, 1.950], [-0.619, 4.338, -1.355], [0.520, 3.266, -0.459], [1.517, 4.150, 0.213], [1.318, 2.593, -1.923], [0.592, 1.898, -2.883], [1.259, 1.311, -3.947], [2.642, 1.408, -4.038], [3.360, 2.101, -3.070], [2.697, 2.697, -2.003], [-0.036, 5.052, -1.938], [-1.219, 4.845, -0.600], [-1.263, 3.726, -1.990], [-0.486, 1.800, -2.796], [0.702, 0.755, -4.691], [3.162, 0.933, -4.861], [4.438, 2.178, -3.146], [3.227, 3.250, -1.235], [1.065, -2.739, -2.794], [1.755, -1.908, -1.915], [1.080, -0.983, -1.146], [-0.333, -0.838, -1.156], [-0.997, -1.652, -2.103], [-0.306, -2.575, -2.889], [-0.857, 0.072, -0.244], [-2.172, 0.526, -0.135], [-3.323, 0.081, -0.822], [-4.579, 0.643, -0.594], [-4.767, 1.663, 0.320], [-3.658, 2.102, 1.037], [-2.411, 1.550, 0.819], [1.584, -3.474, -3.398], [2.837, -1.968, -1.841], [1.644, -0.295, -0.527], [-2.054, -1.586, -2.263], [-0.872, -3.176, -3.595], [-3.282, -0.724, -1.526], [-5.426, 0.250, -1.145], [-5.747, 2.096, 0.479], [-3.770, 2.884, 1.781], [-1.574, 1.899, 1.409]], "lumo_ev": 0.21, "homo_ev": -6.268, "de_lowest_ev": 0.7650}

***

{"formula": "C22H41BBrN3O15S", "method": "ωB97M-V with the def2-TZVPD basis set", "symbols": ["C", "C", "C", "C", "O", "C", "Br", "C", "O", "N", "C", "O", "C", "N", "S", "C", "O", "O", "C", "B", "N", "O", "H", "H", "H", "H", "H", "H", "H", "H", "H", "H", "H", "H", "H", "H", "H", "H", "H", "C", "C", "O", "C", "O", "O", "C", "H", "H", "H", "H", "H", "H", "H", "H", "C", "C", "O", "C", "O", "O", "C", "H", "H", "H", "H", "H", "H", "H", "H", "C", "C", "O", "C", "O", "O", "C", "H", "H", "H", "H", "H", "H", "H", "H"], "coordinates": [[3.588, 2.124, 1.561], [3.615, 1.561, 0.030], [2.615, 0.305, -0.178], [1.306, 0.818, -1.019], [0.078, 0.377, -0.361], [-1.003, 1.335, -0.585], [-1.071, 1.753, -2.561], [-1.008, 2.623, 0.425], [-0.175, 3.580, 0.435], [-2.179, 2.606, 1.361], [-3.249, 1.764, 0.705], [-4.152, 1.004, 1.558], [-3.686, 0.985, 2.914], [-3.239, 0.527, 3.949], [-4.419, 2.782, -0.332], [-4.678, 4.518, 0.321], [-4.088, 2.836, -1.801], [-5.782, 2.097, -0.224], [-2.340, 0.628, 0.028], [-3.011, -0.619, -0.769], [-4.366, -1.201, -0.524], [-2.208, -1.291, -1.804], [2.996, 3.122, 1.547], [3.032, 1.403, 2.274], [4.656, 2.368, 1.941], [4.683, 1.139, -0.140], [3.487, 2.397, -0.743], [2.222, -0.098, 0.826], [3.196, -0.507, -0.741], [1.406, 1.963, -1.055], [1.416, 0.332, -2.067], [-2.465, 3.555, 1.642], [-3.669, 5.077, 0.185], [-5.517, 5.076, -0.243], [-4.912, 4.423, 1.452], [-1.912, 0.091, 0.971], [-4.283, -2.191, -0.848], [-4.531, -1.307, 0.500], [-1.861, -2.094, -1.331], [-2.164, -0.571, -4.947], [-2.873, -1.511, -5.905], [-2.981, -0.938, -7.214], [-1.849, -0.927, -7.941], [-0.775, -1.352, -7.590], [-2.117, -0.331, -9.117], [-0.968, -0.154, -9.943], [-2.659, 0.404, -4.931], [-2.156, -0.983, -3.938], [-1.129, -0.397, -5.252], [-3.893, -1.682, -5.552], [-2.380, -2.487, -5.953], [-0.446, -1.100, -10.105], [-0.298, 0.584, -9.495], [-1.304, 0.224, -10.910], [-0.994, 1.789, 5.634], [-1.880, 1.955, 6.856], [-1.242, 1.450, 8.034], [-0.263, 2.220, 8.543], [0.111, 3.279, 8.099], [0.246, 1.589, 9.617], [1.373, 2.251, 10.188], [-0.689, 0.745, 5.522], [-1.520, 2.104, 4.731], [-0.080, 2.379, 5.721], [-2.794, 1.372, 6.718], [-2.181, 2.997, 6.998], [1.142, 3.291, 10.430], [2.223, 2.196, 9.504], [1.636, 1.732, 11.110], [6.203, -6.438, -2.497], [6.219, -4.921, -2.426], [4.951, -4.407, -2.002], [4.675, -4.543, -0.692], [5.393, -5.050, 0.136], [3.446, -4.043, -0.472], [2.984, -4.228, 0.864], [5.384, -6.783, -3.134], [7.148, -6.815, -2.895], [6.047, -6.882, -1.512], [6.404, -4.516, -3.424], [7.019, -4.555, -1.775], [3.695, -3.826, 1.589], [2.803, -5.289, 1.052], [2.041, -3.691, 0.973]], "lumo_ev": -0.51, "smiles": "CCCCO[C@]1(Br)C(=O)N[C@@](OC#N)(S(C)(=O)=O)[C@H]1B(N)O.CCOC(=O)OC.CCOC(=O)OC.CCOC(=O)OC", "homo_ev": -10.226, "de_lowest_ev": 4.5482}

***

{"formula": "C58H163N11O18", "method": "ωB97M-V with the def2-TZVPD basis set", "symbols": ["C", "C", "O", "H", "H", "H", "H", "H", "H", "C", "C", "O", "H", "H", "H", "H", "H", "H", "C", "C", "O", "H", "H", "H", "H", "H", "H", "C", "C", "O", "H", "H", "H", "H", "H", "H", "C", "C", "O", "H", "H", "H", "H", "H", "H", "C", "C", "O", "H", "H", "H", "H", "H", "H", "C", "C", "O", "H", "H", "H", "H", "H", "H", "C", "C", "C", "O", "C", "N", "H", "H", "H", "H", "H", "H", "H", "H", "H", "H", "H", "C", "C", "C", "O", "C", "N", "H", "H", "H", "H", "H", "H", "H", "H", "H", "H", "H", "C", "C", "C", "O", "C", "N", "H", "H", "H", "H", "H", "H", "H", "H", "H", "H", "H", "C", "C", "C", "O", "C", "N", "H", "H", "H", "H", "H", "H", "H", "H", "H", "H", "H", "C", "C", "C", "O", "C", "N", "H", "H", "H", "H", "H", "H", "H", "H", "H", "H", "H", "C", "C", "C", "O", "C", "N", "H", "H", "H", "H", "H", "H", "H", "H", "H", "H", "H", "C", "C", "C", "O", "C", "N", "H", "H", "H", "H", "H", "H", "H", "H", "H", "H", "H", "C", "C", "C", "O", "C", "N", "H", "H", "H", "H", "H", "H", "H", "H", "H", "H", "H", "C", "C", "C", "O", "C", "N", "H", "H", "H", "H", "H", "H", "H", "H", "H", "H", "H", "C", "C", "C", "O", "C", "N", "H", "H", "H", "H", "H", "H", "H", "H", "H", "H", "H", "C", "C", "C", "O", "C", "N", "H", "H", "H", "H", "H", "H", "H", "H", "H", "H", "H"], "coordinates": [[3.006, -2.409, -1.649], [3.604, -2.226, -0.234], [3.436, -3.504, 0.405], [3.390, -3.254, -2.221], [3.181, -1.558, -2.308], [1.933, -2.521, -1.497], [3.091, -1.454, 0.339], [4.662, -1.971, -0.182], [2.507, -3.745, 0.380], [-0.890, -1.188, -1.169], [-0.212, 0.192, -0.877], [-0.114, 0.535, 0.487], [-0.903, -1.505, -2.212], [-1.937, -1.181, -0.867], [-0.347, -1.975, -0.645], [-0.755, 0.936, -1.460], [0.826, 0.150, -1.208], [-0.551, 1.382, 0.606], [3.536, 1.670, 1.703], [3.087, 1.209, 3.050], [2.218, 2.207, 3.656], [2.616, 1.546, 1.130], [4.305, 1.014, 1.294], [3.717, 2.734, 1.554], [3.952, 1.068, 3.698], [2.499, 0.292, 3.001], [1.343, 1.813, 3.682], [-1.194, 8.359, -2.890], [-1.452, 7.295, -1.743], [-2.007, 6.122, -2.147], [-2.206, 8.682, -3.135], [-0.546, 8.002, -3.691], [-0.635, 9.215, -2.511], [-2.070, 7.709, -0.946], [-0.477, 7.031, -1.332], [-1.262, 5.600, -2.453], [0.494, -2.905, 2.235], [0.964, -4.352, 2.146], [0.833, -4.708, 0.816], [-0.521, -2.747, 1.870], [1.190, -2.214, 1.758], [0.487, -2.587, 3.278], [0.242, -4.981, 2.665], [1.999, -4.532, 2.438], [0.363, -5.545, 0.824], [1.217, 3.457, -1.546], [1.450, 4.447, -2.725], [0.291, 4.414, -3.574], [1.876, 3.752, -0.729], [1.612, 2.466, -1.771], [0.184, 3.379, -1.205], [2.382, 4.398, -3.289], [1.346, 5.426, -2.258], [0.221, 5.163, -4.171], [1.120, 0.389, -6.563], [0.653, 1.831, -6.387], [1.667, 2.490, -5.631], [1.308, -0.061, -5.589], [2.006, 0.418, -7.197], [0.357, -0.137, -7.138], [-0.372, 1.948, -6.037], [0.586, 2.166, -7.422], [1.240, 2.833, -4.842], [-4.128, 1.474, 1.973], [-3.277, 1.793, 0.692], [-4.047, 2.212, -0.589], [-3.240, 1.921, -1.784], [-2.694, 3.056, -2.492], [-2.260, 2.783, 1.047], [-4.609, 2.390, 2.317], [-3.487, 1.215, 2.815], [-5.025, 0.886, 1.777], [-2.838, 0.827, 0.445], [-4.492, 3.205, -0.545], [-4.921, 1.612, -0.841], [-2.173, 2.862, -3.430], [-2.050, 3.608, -1.807], [-3.577, 3.677, -2.641], [-2.796, 3.586, 1.344], [-1.804, 2.525, 1.910], [4.746, 1.654, -3.129], [5.308, 0.854, -1.949], [6.114, -0.317, -2.464], [6.736, -1.104, -1.479], [7.452, -2.234, -1.759], [6.129, 1.884, -1.249], [5.499, 2.046, -3.812], [4.372, 2.645, -2.869], [4.160, 1.055, -3.826], [4.620, 0.375, -1.251], [6.839, -0.006, -3.216], [5.440, -1.052, -2.904], [6.815, -2.807, -2.433], [7.630, -2.930, -0.939], [8.382, -1.983, -2.267], [6.870, 1.404, -0.758], [5.428, 2.272, -0.635], [5.410, -10.787, -1.644], [4.553, -9.681, -2.341], [4.351, -8.330, -1.514], [3.398, -7.630, -2.278], [3.307, -6.283, -1.809], [5.324, -9.339, -3.575], [5.885, -11.531, -2.284], [4.766, -11.282, -0.917], [6.253, -10.221, -1.247], [3.627, -10.088, -2.750], [5.262, -7.743, -1.398], [3.945, -8.563, -0.530], [2.411, -5.722, -2.074], [4.160, -5.740, -2.216], [3.368, -6.058, -0.744], [4.773, -8.735, -4.169], [5.296, -10.088, -4.252], [-2.158, 4.191, 5.048], [-1.492, 5.246, 5.963], [-0.368, 6.085, 5.330], [-0.121, 7.223, 6.058], [1.018, 7.976, 5.682], [-2.617, 6.030, 6.607], [-3.015, 3.713, 5.523], [-1.481, 3.396, 4.736], [-2.525, 4.544, 4.085], [-1.131, 4.673, 6.817], [-0.626, 6.399, 4.319], [0.549, 5.500, 5.251], [1.359, 8.778, 6.336], [1.027, 8.346, 4.657], [1.843, 7.317, 5.955], [-2.292, 6.741, 7.246], [-2.918, 6.669, 5.886], [1.186, 6.655, 1.490], [2.038, 5.454, 1.916], [3.453, 5.699, 2.541], [3.369, 6.430, 3.792], [4.350, 6.019, 4.790], [1.301, 4.623, 2.836], [1.751, 7.169, 0.712], [1.139, 7.431, 2.254], [0.205, 6.342, 1.132], [2.031, 4.749, 1.085], [4.030, 6.207, 1.768], [4.093, 4.819, 2.603], [3.871, 5.905, 5.763], [5.176, 6.721, 4.896], [4.777, 5.052, 4.526], [1.900, 3.845, 3.074], [1.384, 5.179, 3.675], [-0.157, -8.161, -1.279], [-1.126, -7.146, -0.691], [-2.617, -7.528, -0.786], [-3.555, -6.566, -0.338], [-3.472, -5.281, -0.881], [-0.720, -6.992, 0.701], [0.761, -7.885, -0.759], [0.008, -7.979, -2.341], [-0.473, -9.200, -1.190], [-0.978, -6.220, -1.246], [-2.881, -8.529, -0.446], [-2.909, -7.751, -1.812], [-3.705, -5.435, -1.935], [-2.561, -4.706, -0.716], [-4.357, -4.749, -0.532], [-0.801, -7.908, 1.119], [-1.439, -6.393, 1.080], [-7.221, 3.984, 3.091], [-6.814, 5.403, 2.890], [-5.961, 5.704, 1.572], [-4.566, 5.596, 1.901], [-3.648, 5.855, 0.839], [-7.966, 6.252, 2.864], [-7.859, 3.835, 3.963], [-6.279, 3.491, 3.332], [-7.576, 3.569, 2.148], [-6.261, 5.767, 3.757], [-6.233, 6.695, 1.209], [-6.085, 5.053, 0.707], [-3.656, 5.319, -0.110], [-2.628, 5.873, 1.222], [-3.956, 6.873, 0.601], [-8.081, 6.287, 1.861], [-7.681, 7.201, 3.059], [-4.430, -0.822, -2.763], [-3.639, -1.143, -4.015], [-2.659, 0.021, -4.380], [-2.423, -0.039, -5.753], [-3.274, 0.702, -6.646], [-3.053, -2.481, -3.865], [-5.171, -1.586, -2.526], [-4.821, 0.186, -2.895], [-3.806, -0.861, -1.870], [-4.269, -1.251, -4.898], [-1.729, -0.095, -3.823], [-3.074, 0.988, -4.093], [-3.047, 0.345, -7.651], [-3.093, 1.776, -6.632], [-4.347, 0.522, -6.568], [-2.249, -2.618, -4.461], [-3.713, -3.228, -4.028], [1.196, -0.655, 5.295], [-0.247, -0.274, 4.891], [-1.236, 0.141, 6.015], [-2.421, 0.447, 5.353], [-3.652, 0.418, 6.124], [-0.168, 0.793, 3.842], [1.851, 0.123, 5.687], [1.738, -1.051, 4.437], [1.185, -1.576, 5.879], [-0.786, -1.105, 4.436], [-0.897, 1.032, 6.542], [-1.250, -0.558, 6.852], [-4.521, 0.454, 5.466], [-3.543, 1.275, 6.788], [-3.596, -0.496, 6.715], [0.027, 0.290, 2.988], [-1.135, 1.083, 3.861], [5.331, -2.901, -5.613], [4.323, -4.052, -5.389], [2.837, -3.932, -5.739], [2.200, -3.102, -4.796], [1.032, -3.672, -4.212], [4.848, -5.110, -6.173], [5.427, -2.591, -6.654], [6.296, -2.971, -5.110], [5.011, -2.020, -5.056], [4.470, -4.434, -4.379], [2.467, -4.954, -5.819], [2.646, -3.568, -6.749], [0.634, -2.810, -3.676], [1.191, -4.546, -3.581], [0.376, -3.999, -5.019], [4.662, -4.998, -7.159], [5.858, -5.116, -6.139], [-3.614, -2.595, 1.332], [-3.078, -3.293, 2.589], [-4.175, -3.559, 3.670], [-3.883, -4.490, 4.698], [-4.917, -5.006, 5.501], [-2.598, -4.539, 2.091], [-3.031, -2.826, 0.440], [-3.785, -1.528, 1.475], [-4.521, -3.069, 0.957], [-2.349, -2.608, 3.021], [-5.001, -3.851, 3.022], [-4.521, -2.646, 4.155], [-5.432, -4.107, 5.840], [-4.557, -5.469, 6.420], [-5.566, -5.610, 4.867], [-2.382, -5.169, 2.851], [-3.354, -5.116, 1.751]], "lumo_ev": 0.50, "homo_ev": -8.722, "de_lowest_ev": 7.2816}

***

Number 1: HOMO-LUMO gap 6.48 eV. Number 2: HOMO-LUMO gap 9.72 eV. Number 3: HOMO-LUMO gap 9.23 eV.